Entry 1:
Formula: C4H9NO3P
Source: OMol25
Level of theory: the ωB97M-V functional and the def2-TZVPD basis

Each line ends with the Mulliken charge.
CARTESIAN COORDINATES (ANGSTROEM)
C (0.56, 0.58, -1.54)  0.599
C (-1.31, 0.36, 2.93)  -0.741
C (2.28, 0.78, -3.06)  -0.716
C (-0.66, -1.23, 1.27)  -0.455
N (-1.69, -0.36, 1.66)  -0.103
O (-0.08, 1.53, -1.55)  -0.376
O (0.79, -2.15, -0.85)  -0.527
O (1.57, 0.07, -2.07)  -0.139
P (-0.04, -1.07, -0.37)  0.505
H (-2.04, 0.97, 3.51)  0.331
H (-0.97, -0.41, 3.70)  0.333
H (-0.43, 1.01, 2.65)  0.319
H (2.97, 0.10, -3.56)  0.286
H (2.59, 1.70, -2.80)  0.354
H (1.54, 0.90, -4.00)  0.303
H (-0.80, -2.32, 1.43)  0.308
H (-1.79, 0.46, 0.90)  0.407
H (-2.49, -0.91, 1.76)  0.312

Its total charge is +1. As for the electronic energy: -21204.5668 eV. For the energy relative to the best compared isomer or geometry (same formula, charge and spin), the calculation gives 6.391 eV.

***

Entry 2:
Formula: C4H9NO4
Source: OMol25
Level of theory: the ωB97M-V functional and the def2-TZVPD basis

Each line ends with the Mulliken charge.
CARTESIAN COORDINATES (ANGSTROEM)
C (0.73, -0.54, 1.55)  -1.407
C (-0.46, 0.09, 0.77)  0.489
C (-1.51, -1.04, 0.32)  -1.546
C (0.19, 0.86, -0.46)  0.291
O (-0.96, 1.38, -1.11)  -0.460
O (1.21, 1.66, -0.21)  -0.470
N (0.78, -0.20, -1.70)  0.823
O (-0.07, -0.73, -2.33)  -0.529
O (1.97, -0.40, -1.58)  -0.604
H (0.37, -1.10, 2.44)  0.331
H (1.50, -0.98, 0.89)  0.329
H (1.42, 0.28, 1.79)  0.407
H (-0.90, 0.85, 1.38)  0.365
H (-2.33, -1.14, 0.95)  0.443
H (-1.05, -1.98, 0.10)  0.359
H (-2.02, -0.79, -0.58)  0.445
H (-0.72, 2.27, -1.36)  0.355
H (1.86, 1.49, -0.85)  0.377

Its total charge is 0. As for the electronic energy: -13970.1670 eV. For the energy relative to the best compared isomer or geometry (same formula, charge and spin), the calculation gives 4.990 eV. Its SMILES is CC(C)C(O)(O)[N+](=O)[O-].

***

Entry 3:
Formula: C4H9NO4
Source: OMol25
Level of theory: the ωB97M-V functional and the def2-TZVPD basis

Each line ends with the Mulliken charge.
CARTESIAN COORDINATES (ANGSTROEM)
C (-0.82, 0.71, 0.22)  0.023
C (-2.04, -0.03, -0.30)  -0.563
C (2.08, 0.69, 0.59)  -0.857
N (1.16, -0.36, 0.21)  0.558
C (0.54, -0.45, -1.07)  -0.220
O (1.52, -1.57, 0.85)  -0.502
O (-0.63, 1.98, -0.16)  -0.472
O (-2.12, -1.35, 0.16)  -0.534
O (0.19, -1.59, -1.38)  -0.642
H (1.08, -2.22, 0.27)  0.370
H (-0.74, 2.04, -1.12)  0.417
H (-1.48, -1.87, -0.37)  0.353
H (-0.68, 0.61, 1.29)  0.397
H (-2.89, 0.51, 0.13)  0.387
H (-2.09, 0.05, -1.39)  0.348
H (2.04, 0.83, 1.67)  0.295
H (1.79, 1.61, 0.08)  0.324
H (3.09, 0.41, 0.30)  0.316

Its total charge is 0. As for the electronic energy: -13968.8374 eV. For the energy relative to the best compared isomer or geometry (same formula, charge and spin), the calculation gives 6.320 eV.